Here is a structure of composition C20H43CeN2OP3 from OMol25. Energies are from ωB97M-V with the def2-TZVPD basis set.

XYZ file:
```
70
Properties=species:S:1:pos:R:3
Ce 0.00 0.00 0.00
P 1.65 0.99 1.23
P -0.94 1.72 -1.21
P 1.38 -0.51 -1.79
H -1.80 -2.22 0.00
C -0.78 -2.01 -0.33
C 0.29 -2.04 0.67
H 0.03 -2.25 1.70
C 1.42 1.40 3.03
C 2.47 2.59 0.75
C 3.17 -0.05 1.44
C -2.31 1.36 -2.41
C -1.75 3.16 -0.34
C 0.09 2.78 -2.34
C 2.30 -2.12 -1.76
C 2.81 0.56 -2.30
C 0.56 -0.73 -3.43
H -0.59 -2.47 -1.30
H 1.24 -2.50 0.41
H 1.00 0.53 3.55
H 0.72 2.23 3.13
H 2.37 1.68 3.50
H 1.72 3.39 0.77
H 2.85 2.52 -0.27
H 3.29 2.86 1.43
H 2.88 -1.00 1.91
H 3.93 0.44 2.06
H 3.61 -0.29 0.47
H -2.67 2.27 -2.92
H -3.14 0.89 -1.88
H -1.95 0.65 -3.16
H -2.11 3.90 -1.06
H -1.02 3.63 0.32
H -2.59 2.83 0.27
H -0.52 3.57 -2.79
H 0.53 2.19 -3.14
H 0.90 3.24 -1.76
H 2.86 -2.24 -2.70
H 1.60 -2.96 -1.66
H 2.99 -2.15 -0.92
H 3.26 0.18 -3.22
H 3.56 0.55 -1.51
H 2.48 1.59 -2.45
H 1.26 -1.11 -4.18
H 0.15 0.22 -3.78
H -0.27 -1.43 -3.31
C -2.62 -0.88 -7.13
C -3.74 -1.41 -7.78
C -3.94 -2.79 -7.78
C -3.04 -3.64 -7.14
C -1.92 -3.10 -6.50
C -1.71 -1.72 -6.49
O -2.36 0.47 -7.10
H -3.07 0.94 -7.58
H -4.44 -0.75 -8.28
H -4.81 -3.20 -8.29
H -3.20 -4.71 -7.15
H -1.21 -3.75 -6.00
H -0.85 -1.29 -5.99
C -0.76 1.01 5.45
N 0.00 0.00 4.73
C 0.67 -1.08 5.44
C 0.00 0.00 3.26
N 0.00 0.00 2.00
H -0.72 0.86 6.54
H -1.83 0.96 5.13
H -0.37 2.02 5.22
H 0.24 -2.05 5.13
H 1.75 -1.07 5.20
H 0.56 -0.98 6.54
```

HOMO energy (spin up / spin down)	-15.261 / -14.292	eV
multiplicity	2
Kohn-Sham gap (spin up / spin down)	0.2414 / 0.0957	hartree
net charge	+3
strongest force on any atom	11.6	eV/Å
electronic energy	-2470.1795	hartree